Computed, not measured: a 12-piece molecular cluster, C16H56N12O12 overall, with wB97M-V/def2-TZVPD.

Last columns: bonded neighbours and bond lengths (Å).
Positions of all 96 atoms, in Å:
1 C -3.286 -0.898 2.514  C2 1.549, H4 1.105, H5 1.067, H6 1.105
2 C -4.283 -1.674 3.410  C1 1.549, O3 1.372, H7 1.092, H8 1.124
3 O -5.402 -0.896 3.567  C2 1.372, H9 0.928
4 H -3.816 -0.621 1.585  C1 1.105
5 H -2.416 -1.481 2.309  C1 1.067
6 H -3.139 0.105 2.953  C1 1.105
7 H -3.858 -1.821 4.405  C2 1.092
8 H -4.658 -2.574 2.851  C2 1.124
9 H -5.132 -0.023 3.728  O3 0.928
10 C 3.016 -0.255 -3.078  C11 1.468, H13 1.100, H14 1.055, H15 1.107
11 C 3.973 0.819 -3.372  C10 1.468, O12 1.387, H16 1.086, H17 1.115
12 O 4.876 1.049 -2.344  C11 1.387, H18 0.950
13 H 2.386 0.002 -2.214  C10 1.100
14 H 3.574 -1.135 -2.913  C10 1.055
15 H 2.342 -0.221 -3.955  C10 1.107
16 H 3.414 1.744 -3.475  C11 1.086
17 H 4.566 0.673 -4.305  C11 1.115
18 H 4.527 0.874 -1.478  O12 0.950
19 C -0.569 2.542 -4.593  C20 1.500, H22 1.104, H23 1.089, H24 1.072
20 C 0.788 2.565 -3.954  C19 1.500, O21 1.404, H25 1.107, H26 1.044
21 O 1.764 3.166 -4.765  C20 1.404, H27 0.999
22 H -0.861 3.586 -4.804  C19 1.104
23 H -1.258 2.137 -3.853  C19 1.089
24 H -0.586 1.950 -5.486  C19 1.072
25 H 0.955 1.614 -3.413  C20 1.107
26 H 0.791 3.254 -3.169  C20 1.044
27 H 2.476 3.519 -4.160  O21 0.999
28 C -4.636 0.142 -1.287  C29 1.494, H31 1.081, H32 1.097, H33 1.131
29 C -3.159 0.363 -1.327  C28 1.494, O30 1.484, H34 1.098, H35 1.163
30 O -2.852 1.678 -1.943  C29 1.484, H36 0.965
31 H -5.195 0.725 -0.569  C28 1.081
32 H -4.933 -0.906 -1.154  C28 1.097
33 H -5.048 0.463 -2.290  C28 1.131
34 H -2.645 -0.450 -1.856  C29 1.098
35 H -2.825 0.280 -0.216  C29 1.163
36 H -3.082 1.577 -2.875  O30 0.965
37 C -2.480 2.982 1.255  O38 1.366, N39 1.263, N40 1.316
38 O -1.961 1.748 1.529  C37 1.366
39 N -2.666 3.915 2.085  C37 1.263, H41 1.069, H42 1.037
40 N -2.913 3.420 0.092  C37 1.316, H43 1.043, H44 1.054
41 H -2.182 3.815 3.033  N39 1.069
42 H -3.527 4.493 2.063  N39 1.037
43 H -2.883 2.753 -0.709  N40 1.043
44 H -3.138 4.435 -0.083  N40 1.054
45 C 0.036 -1.989 -3.671  O46 1.378, N47 1.298, N48 1.311
46 O -0.023 -0.829 -4.412  C45 1.378
47 N -0.112 -3.159 -4.213  C45 1.298, H49 1.040, H50 0.996
48 N -0.146 -2.036 -2.374  C45 1.311, H51 1.052, H52 1.021
49 H 0.037 -3.085 -5.240  N47 1.040
50 H -0.245 -4.017 -3.724  N47 0.996
51 H 0.065 -1.104 -1.935  N48 1.052
52 H 0.021 -2.834 -1.759  N48 1.021
53 C 4.215 -0.823 0.368  O54 1.372, N55 1.295, N56 1.276
54 O 4.364 -1.954 -0.394  C53 1.372
55 N 5.045 0.169 0.299  C53 1.295, H57 1.037, H58 1.059
56 N 3.319 -0.642 1.258  C53 1.276, H59 1.018, H60 1.111
57 H 5.973 0.017 -0.137  N55 1.037
58 H 5.057 1.149 0.701  N55 1.059
59 H 2.841 -1.465 1.620  N56 1.018
60 H 3.426 0.108 2.070  N56 1.111
61 C 2.283 0.822 4.057  O62 1.377, N63 1.318, N64 1.341
62 O 3.497 1.057 3.450  C61 1.377
63 N 2.115 0.328 5.267  C61 1.318, H65 1.075, H66 0.972
64 N 1.159 0.969 3.340  C61 1.341, H67 1.077, H68 1.076
65 H 2.933 -0.015 5.874  N63 1.075
66 H 1.237 0.224 5.672  N63 0.972
67 H 1.400 1.593 2.496  N64 1.077
68 H 0.264 1.355 3.795  N64 1.076
69 C -0.522 -1.909 4.059  O70 1.407, N71 1.322, N72 1.295
70 O -0.979 -1.032 5.060  C69 1.407
71 N 0.270 -1.429 3.116  C69 1.322, H73 1.070, H74 1.023
72 N -0.928 -3.138 4.015  C69 1.295, H75 1.008, H76 1.035
73 H 0.623 -0.425 3.223  N71 1.070
74 H 0.647 -1.971 2.334  N71 1.023
75 H -1.562 -3.435 4.740  N72 1.008
76 H -0.377 -3.915 3.609  N72 1.035
77 C 0.059 -3.459 0.512  O78 1.442, N79 1.300, N80 1.259
78 O 1.301 -2.934 1.023  C77 1.442
79 N 0.001 -4.052 -0.643  C77 1.300, H81 0.995, H82 1.049
80 N -1.027 -3.317 1.133  C77 1.259, H83 1.068, H84 1.019
81 H 0.887 -4.325 -1.003  N79 0.995
82 H -0.780 -4.602 -1.077  N79 1.049
83 H -0.999 -2.930 2.128  N80 1.068
84 H -1.950 -3.512 0.747  N80 1.019
85 C 2.157 2.508 -0.560  O86 1.381, H87 1.097, H88 1.119, H89 1.055
86 O 2.380 1.906 0.663  C85 1.381, H90 1.004
87 H 1.197 2.205 -0.995  C85 1.097
88 H 3.011 2.175 -1.202  C85 1.119
89 H 2.152 3.562 -0.510  C85 1.055
90 H 2.414 0.909 0.550  O86 1.004
91 C 0.045 -0.278 0.032  O92 1.405, H93 1.079, H94 1.161, H95 1.063
92 O -0.242 0.498 -1.103  C91 1.405, H96 0.946
93 H 0.884 -0.916 -0.198  C91 1.079
94 H -0.893 -0.904 0.306  C91 1.161
95 H 0.343 0.387 0.806  C91 1.063
96 H -0.976 1.065 -0.917  O92 0.946

Its SMILES is NC(N)=O.NC(N)=O.NC(N)=O.NC(N)=O.NC(N)=O.NC(N)=O.CCO.CCO.CCO.CCO.CO.CO. The gap between HOMO and LUMO comes out at 8.2 eV. The net charge is 0. As for the electronic energy: -59947.341 eV. The LUMO energy comes out at -0.29 eV. The HOMO energy is -8.5 eV.